a.
Computed, not measured: an isolated ion of composition C5H13N2OS and charge +1, with ωB97M-V with the def2-TZVPD basis set.

ORCA input file:
```
! wB97M-V def2-TZVPD RIJCOSX def2/J DEFGRID3
* xyz 1 1
S -1.595 -1.101 0.755
O -0.508 1.151 -0.415
N 0.665 -0.983 -0.811
N 0.805 0.070 1.255
C 2.162 -0.160 0.871
C -0.723 2.302 0.483
C -0.033 0.014 0.197
C -2.705 -0.687 -0.583
C 2.003 -1.293 -0.249
H -0.939 1.789 1.452
H 0.166 -1.847 -0.860
H 0.144 2.926 0.558
H 2.114 -2.204 0.149
H 0.592 -0.141 2.216
H 2.703 0.732 0.275
H -2.585 -1.218 -1.415
H -2.822 0.424 -0.827
H -1.569 2.704 -0.024
H 2.619 -1.338 -1.138
H -3.670 -0.825 -0.292
H 2.707 -0.365 1.788
H 0.498 -0.606 -1.771
*
```

As for the highest occupied orbital energy: -12.99 eV. As for the HOMO-LUMO gap: 9.988 eV. As for the structure (SMILES): CO[C@]1(SC)NCC[NH2+]1.

***

b.
Computed, not measured: a 2-piece molecular cluster, C5H13N2OS overall, with ωB97M-V with the def2-TZVPD basis set.

ORCA input file:
```
! wB97M-V def2-TZVPD RIJCOSX def2/J DEFGRID3
* xyz 1 1
S -1.178 2.968 -0.581
O 0.114 -0.701 -0.459
N -0.590 2.222 0.929
N -0.352 -3.060 -0.302
C -1.286 2.347 2.294
C 0.213 -1.899 -0.632
C 0.754 -3.127 -1.234
C 0.866 2.650 1.012
C 0.488 -3.576 -2.636
H -1.310 3.439 2.634
H 1.705 -3.411 -0.767
H 1.375 2.564 0.081
H 1.412 1.880 1.702
H 1.094 -4.490 -2.822
H 0.837 -2.646 -3.342
H -0.642 -3.834 -2.809
H -2.214 2.029 2.145
H -0.172 3.939 -0.671
H 0.828 3.611 1.340
H -0.711 1.506 2.842
H -0.622 1.213 0.676
H -0.606 -3.623 0.601
*
```

As for the highest occupied orbital energy: -12.74 eV. As for the HOMO-LUMO gap: 9.283 eV.

***

Least stable: b

***

a.
Computed, not measured: C3H3O3Pm as an isolated structure, with ωB97M-V with the def2-TZVPD basis set.

ORCA input file:
```
! wB97M-V def2-TZVPD RIJCOSX def2/J DEFGRID3
* xyz 1 6
Pm 3.488 0.456 0.102
O 1.893 -1.389 0.056
O -0.385 -1.401 0.021
O 0.778 0.483 0.025
C -1.485 0.168 0.256
C 0.756 -0.887 -0.042
C -0.523 1.124 -0.148
H -0.549 1.397 -1.212
H -1.616 0.001 1.330
H -2.358 0.047 -0.388
*
```

As for the highest occupied orbital energy (alpha / beta): -10.80 / -10.80 eV. The expectation value of S² is 8.7554. As for the HOMO-LUMO gap (alpha / beta): 4.927 / 5.030 eV.

***

b.
Computed, not measured: C3H3O3Pm as an isolated structure, with ωB97M-V with the def2-TZVPD basis set.

ORCA input file:
```
! wB97M-V def2-TZVPD RIJCOSX def2/J DEFGRID3
* xyz 1 6
Pm -3.033 0.623 -2.284
O -1.606 1.696 -0.473
O 0.223 0.936 0.514
O -0.965 -0.357 -0.906
C 1.879 -0.791 0.100
C -0.793 0.746 -0.323
C 0.948 -0.186 0.979
H 0.497 -1.294 1.098
H 1.457 0.094 1.920
H 1.392 -1.466 -0.624
*
```

As for the highest occupied orbital energy (alpha / beta): -10.85 / -10.84 eV. The expectation value of S² is 8.7670. As for the HOMO-LUMO gap (alpha / beta): 5.070 / 5.150 eV.

***

Least stable: b

***

a.
Computed, not measured: an isolated ion of composition C2H3F2N6O4 and charge +1, with ωB97M-V with the def2-TZVPD basis set.

ORCA input file:
```
! wB97M-V def2-TZVPD RIJCOSX def2/J DEFGRID3
* xyz 1 1
F 3.294 -0.868 1.063
F 2.024 0.861 1.036
O -1.542 -1.640 1.288
O -2.772 1.197 1.442
O -2.784 1.117 -0.689
O 1.038 0.146 -2.398
N 0.734 0.109 -1.228
N -0.307 0.808 -0.873
N -2.098 1.026 0.471
N -0.605 -1.217 0.768
N 2.575 -0.138 0.227
N 0.510 -1.599 0.426
C 1.384 -0.943 -0.354
C -0.754 0.804 0.355
H 1.870 -1.607 -1.147
H -0.195 0.949 1.190
H -2.372 0.995 -1.578
*
```

As for the highest occupied orbital energy (alpha / beta): -14.60 / -14.52 eV. As for the HOMO-LUMO gap (alpha / beta): 7.015 / 6.944 eV. As for the structure (SMILES): O=[N+]=N[C@H](N(F)F)N([O-])/N=C/[N+](=O)O.

***

b.
Computed, not measured: an isolated ion of composition C2H3F2N6O4 and charge +1, with ωB97M-V with the def2-TZVPD basis set.

ORCA input file:
```
! wB97M-V def2-TZVPD RIJCOSX def2/J DEFGRID3
* xyz 1 1
F 2.690 -2.001 0.300
F 1.158 -1.017 1.388
O -2.785 -0.843 0.824
O 2.070 2.039 0.068
O -1.570 -1.718 -1.151
O -3.169 1.274 0.084
N 0.390 -0.860 -1.129
N 2.111 -0.774 0.480
N 1.167 1.303 -0.229
N -0.047 1.534 -0.245
N -0.732 -1.010 -0.768
N -2.577 0.405 0.539
C 1.524 -0.106 -0.670
C -1.430 -0.225 0.643
H 2.159 -0.169 -1.463
H -0.206 2.463 -0.167
H -0.752 -0.295 1.496
*
```

As for the highest occupied orbital energy: -15.03 eV. As for the HOMO-LUMO gap: 7.682 eV. As for the structure (SMILES): [H]/N=[N+](\[O-])[C@H](/N=[N+](/[O-])[C@@H]1O[N+]1=O)N(F)F.

***

Least stable: b

***

a.
Computed, not measured: a 16-piece molecular cluster, C32H96O16 overall, with ωB97M-V with the def2-TZVPD basis set.

ORCA input file:
```
! wB97M-V def2-TZVPD RIJCOSX def2/J DEFGRID3
* xyz 0 1
O -1.526 -5.037 0.546
O -1.303 3.076 -6.011
O 0.914 -1.246 -0.816
O 2.476 0.610 -2.068
O 3.723 -3.866 3.443
O -3.420 -0.434 1.105
O -4.107 2.939 -1.748
O 6.230 -4.209 -2.687
O -0.154 3.101 3.334
O 0.093 -3.903 -1.594
O -2.693 1.896 2.561
O 2.634 1.063 -4.896
O 1.981 4.824 0.105
O 0.493 -0.656 6.405
O 2.197 2.893 2.290
O -3.944 0.270 -1.479
C -0.085 0.277 5.521
C -3.890 1.930 3.291
C 2.336 -1.281 -4.765
C 2.513 -0.094 -5.700
C -2.144 3.227 -0.579
C -3.897 0.737 4.245
C -1.312 5.042 3.504
C -0.281 -0.444 4.197
C -4.121 -1.666 1.177
C -5.611 -1.609 0.980
C -0.250 -0.659 -0.288
C 2.154 3.953 -0.978
C 3.848 -2.905 2.402
C 5.402 -3.066 -2.563
C 1.351 4.347 -2.178
C 3.555 1.618 3.708
C -1.895 -4.724 2.890
C 2.599 -3.082 1.548
C -0.891 1.983 -3.852
C -3.144 3.958 -1.507
C -1.672 1.941 -5.211
C -0.932 -4.495 1.739
C 4.113 -3.459 -1.893
C -3.849 -0.402 -2.727
C 0.248 0.535 0.557
C -0.184 4.251 4.126
C 3.114 3.000 3.305
C -1.102 -5.339 -3.011
C 3.780 0.949 -1.667
C -3.691 -1.866 -2.351
C 3.993 0.564 -0.228
C -0.326 -4.013 -2.936
H 1.394 -0.603 -1.343
H 4.391 0.375 -2.364
H 0.643 -0.873 3.811
H 5.035 0.696 0.063
H -2.795 1.068 2.086
H -3.940 -2.068 2.174
H -0.907 -1.321 4.364
H 3.814 -0.504 -0.105
H -6.142 -1.099 1.784
H 3.783 -4.359 -2.412
H -1.160 -5.821 -3.987
H 0.605 -0.321 7.297
H -1.529 -4.388 3.861
H -6.056 -2.604 0.956
H -1.566 2.418 -1.026
H 1.671 -2.831 2.061
H -4.405 2.925 -2.661
H -5.876 -1.035 0.092
H -0.663 -6.119 -2.388
H 0.507 -3.942 -3.635
H -1.043 -4.642 -0.184
H -0.934 -0.293 -1.053
H -0.770 0.144 3.420
H -4.556 -2.279 -1.832
H 1.484 5.389 -2.471
H -2.802 -4.129 2.786
H 3.218 -1.484 -4.158
H 2.447 -4.038 1.046
H -1.387 6.045 3.924
H 4.735 -3.215 1.850
H 1.480 3.676 -3.027
H 2.724 -2.406 0.702
H 4.120 1.736 4.633
H 2.030 2.924 -0.642
H -3.045 -0.067 -3.382
H 2.429 1.827 -5.440
H 2.018 4.207 0.839
H -1.072 -3.238 -3.108
H -4.865 0.680 4.743
H -3.942 2.868 3.844
H -4.761 -0.173 -3.279
H 1.469 -1.164 -4.114
H 0.833 0.287 1.443
H -3.637 4.801 -1.023
H -0.778 -3.429 1.578
H 4.064 1.965 -1.940
H -2.815 -2.066 -1.732
H -2.080 -5.177 -2.559
H 6.559 -4.437 -1.814
H 0.123 -2.965 -1.390
H 3.387 -0.252 -6.332
H -3.584 -2.268 0.444
H -3.306 -0.245 0.171
H -0.816 -1.282 0.405
H -1.404 3.963 -0.264
H -3.516 -2.459 -3.248
H 2.776 3.527 4.198
H 5.211 -2.609 -3.534
H 3.971 -1.912 2.833
H -1.109 2.832 -3.204
H 0.724 4.849 4.189
H 1.604 0.018 -6.291
H 3.960 3.570 2.922
H -2.742 2.041 -5.030
H 2.046 -2.191 -5.291
H 3.268 -2.780 -2.014
H 3.083 -3.597 4.106
H 1.316 2.836 2.666
H 4.218 -3.729 -0.842
H 0.301 4.340 -1.884
H -4.740 2.014 2.614
H -0.626 1.137 0.807
H 3.238 1.011 0.419
H 0.697 1.030 5.419
H 2.441 0.776 -3.013
H 2.692 1.026 4.013
H -2.297 4.575 3.540
H -1.055 2.798 3.197
H -3.795 -0.174 3.655
H -0.986 0.728 5.938
H -2.700 2.804 0.258
H -2.701 4.325 -2.432
H 0.189 1.984 -4.000
H -1.543 0.995 -5.738
H -1.164 1.175 -3.173
H -3.922 1.220 -1.612
H -1.012 5.137 2.461
H 0.829 1.185 -0.097
H 0.074 -4.857 1.951
H 3.211 4.000 -1.241
H -3.149 0.793 5.036
H -0.393 4.078 5.182
H -2.078 -5.798 2.939
H 5.903 -2.317 -1.950
H 4.146 1.124 2.937
H -2.023 3.111 -6.646
*
```

As for the highest occupied orbital energy: -9.42 eV. As for the HOMO-LUMO gap: 9.519 eV.

***

b.
Computed, not measured: a 16-piece molecular cluster, C32H96O16 overall, with ωB97M-V with the def2-TZVPD basis set.

ORCA input file:
```
! wB97M-V def2-TZVPD RIJCOSX def2/J DEFGRID3
* xyz 0 1
O -7.139 0.633 -2.125
O -1.065 6.593 -0.791
O -7.002 -3.367 2.482
O 4.420 -0.853 -2.486
O -6.505 -4.105 -1.751
O 2.729 2.179 -4.909
O 0.014 -6.066 8.561
O 6.812 -3.381 5.395
O -0.431 1.109 5.915
O 6.884 3.988 3.684
O -0.335 -5.324 1.914
O -0.063 -0.700 2.182
O -1.340 4.841 -4.662
O -2.874 5.716 3.226
O -2.926 -1.897 -7.070
O 4.260 -4.014 -4.952
C -1.610 5.863 -5.595
C -5.948 -5.321 -2.184
C 0.704 -5.646 7.408
C -2.608 5.323 -6.613
C -1.817 -0.877 -5.198
C 3.029 -4.589 -5.462
C -3.995 4.813 3.186
C 0.035 -0.455 0.826
C 0.391 -4.212 7.193
C -0.290 7.754 -0.752
C 5.447 -3.530 5.169
C 5.046 -2.456 4.171
C 2.219 -4.979 -4.281
C -5.845 2.695 -2.364
C 4.458 1.481 -6.314
C -6.680 -2.117 3.096
C 0.325 -6.295 1.115
C -3.045 -0.865 -6.089
C 1.763 -6.381 1.530
C 1.949 1.789 5.922
C -4.432 -5.220 -2.310
C 3.225 2.388 -6.232
C -6.074 1.355 -1.622
C 1.123 7.495 -1.133
C -5.286 5.646 3.580
C 0.355 1.038 0.750
C -5.207 -1.797 2.876
C 6.131 4.731 1.638
C 6.670 -1.546 -1.819
C 6.032 3.685 2.622
C 0.492 2.164 6.275
C 5.547 -0.481 -1.705
H 7.303 -3.681 4.626
H 2.342 -5.508 1.229
H 0.351 2.366 7.337
H -3.934 -0.976 -5.469
H 4.319 0.420 -6.107
H -1.130 -5.738 2.255
H 3.963 -2.357 4.086
H -5.248 5.836 4.653
H 7.167 5.014 1.451
H 4.004 -3.341 -4.317
H -4.598 -2.274 3.644
H 2.474 -3.880 -6.076
H 0.168 -5.973 0.085
H 2.081 -4.190 -3.542
H 5.646 5.636 2.005
H 2.543 2.702 5.967
H 6.188 2.667 2.263
H 0.837 -0.989 0.316
H 5.830 0.520 -2.032
H -4.096 4.376 2.193
H 1.352 1.264 1.128
H -6.564 -4.149 -0.794
H -2.075 -0.230 -4.359
H 6.979 -1.626 -2.861
H 3.554 3.416 -6.388
H 6.868 3.253 4.301
H -5.522 2.484 -3.384
H 1.983 2.771 -4.781
H 2.557 -5.887 -3.782
H 1.902 -6.451 2.609
H 0.669 -3.516 7.984
H -6.166 5.025 3.410
H -0.902 -0.769 0.365
H 5.336 -1.463 4.513
H 6.352 -2.520 -1.445
H 1.775 -5.776 7.568
H -0.881 -0.589 -5.675
H -0.375 8.095 0.280
H 1.648 6.779 -0.501
H 1.996 1.410 4.901
H -7.958 -3.413 2.407
H -0.758 6.123 -6.222
H -5.370 6.559 2.991
H -7.031 -0.292 -1.894
H -3.731 -1.781 -7.581
H 1.199 7.108 -2.149
H -2.263 4.334 -6.913
H 5.635 4.493 0.697
H -2.702 5.860 -7.557
H 0.983 -3.837 6.359
H -6.997 -2.184 4.136
H -1.886 6.820 -5.152
H -3.814 4.067 3.960
H 5.254 -4.504 4.720
H 0.302 1.380 -0.284
H 1.725 8.403 -1.180
H 0.166 3.075 5.773
H 4.925 -3.483 6.125
H 7.556 -1.294 -1.236
H -2.645 5.934 4.132
H -6.757 3.266 -2.538
H -1.401 6.447 0.097
H -4.096 -4.752 -1.385
H -3.602 5.100 -6.225
H -0.813 8.480 -1.375
H -3.952 -6.193 -2.418
H 2.127 -7.320 1.113
H -4.985 -0.734 2.968
H -0.040 0.699 5.141
H -4.861 -2.173 1.913
H -6.425 -5.506 -3.146
H -1.566 5.201 -3.802
H 0.318 -5.545 9.308
H -5.174 0.741 -1.588
H 3.241 -5.477 -6.058
H -0.358 1.613 1.341
H 5.298 1.870 -5.738
H -6.276 1.674 -0.600
H -7.201 -1.318 2.569
H 5.465 -2.618 3.178
H 2.322 1.006 6.581
H 4.893 1.454 -7.313
H -3.145 0.080 -6.624
H -0.260 -7.200 1.280
H -0.293 -1.626 2.295
H -6.223 -6.149 -1.530
H -4.087 -4.541 -3.089
H 5.006 3.660 2.989
H -0.686 -4.076 7.088
H 0.441 -6.176 6.493
H 1.232 -5.226 -4.672
H 4.125 -0.042 -2.907
H 2.542 2.075 -7.022
H 5.098 -0.480 -0.712
H -5.083 3.334 -1.918
H -1.652 -1.868 -4.776
*
```

As for the highest occupied orbital energy: -9.99 eV. As for the HOMO-LUMO gap: 10.072 eV.

***

Least stable: b